DFT (ωB97M-V/def2-TZVPD) results for C5H12N2O in the gas phase at a distorted geometry.

Results
Gap between HOMO and LUMO in eV: 8.7
ΔE to the lowest compared entry with this formula, charge and spin in kcal/mol: 74.53
HOMO level in eV: -7.809
SMILES: N/C=C/C[C@@H](N)CO
2S+1: 1
M in u: 116.2
LUMO in eV: 0.88

Last column: Mulliken charge in e.
Atoms and positions in Å:
C -0.29320 -1.46442 -0.23737  -0.540
O -1.28627 -2.26878 -0.70972  -0.523
C -0.23691 -0.10392 -1.16617  0.212
C 0.86912 0.77689 -0.70199  -0.732
C 0.91793 0.85177 0.77576  -0.550
C -0.09773 1.38061 1.52635  -0.004
N -0.11729 1.17235 2.92939  -0.441
N -0.10480 -0.36373 -2.62973  -0.589
H -0.47920 -1.20327 0.81212  0.363
H 0.74313 -1.87876 -0.31526  0.163
H -1.61070 -2.85637 0.10122  0.357
H -1.22571 0.26031 -1.17798  0.239
H 0.61798 1.75394 -1.20294  0.274
H 1.78838 0.48322 -1.13517  0.389
H 1.64775 0.33618 1.25453  0.364
H -0.93530 2.04978 1.18695  0.297
H -0.55142 1.86332 3.52315  0.187
H 0.57622 0.66520 3.41230  0.173
H -0.91705 -0.86952 -3.00679  0.202
H 0.69509 -0.58481 -3.23866  0.158